The following is a quantum chemistry calculation of the molecule C20H28O4 at a distorted geometry, from the OMol25 dataset.

```
52
Properties=species:S:1:pos:R:3:forces:R:3
C 0.41845 1.30337 2.08912 0.07 -0.06 0.01
C 0.11025 1.88328 -0.74256 -0.19 0.08 0.07
H -1.84041 3.71998 -1.07064 0.07 0.06 -0.05
H 1.13762 1.57883 -0.98188 0.05 -0.01 0.02
H -2.36959 0.19641 -2.17842 -0.05 -0.01 0.00
C -1.98704 0.90798 0.37374 0.15 0.13 -0.12
H 0.67914 4.22730 -2.20378 0.04 0.15 -0.02
H -1.34993 -0.85297 -3.15528 -0.03 0.00 -0.02
H 0.78053 -4.22579 4.53198 -0.01 -0.06 0.11
H 2.25665 -0.27721 1.71210 0.08 0.04 -0.07
C 0.03456 1.22884 3.35320 -0.02 0.02 0.12
H -0.76731 3.29097 0.65693 -0.06 0.07 -0.02
H -0.35974 -0.61132 1.60900 -0.01 0.03 0.01
H -1.72465 3.98431 -2.80976 0.05 -0.04 0.13
C 1.33099 -2.82543 1.59873 0.13 0.34 -0.42
H -0.91715 2.15118 -4.72982 -0.03 -0.02 -0.02
H 1.57060 2.81159 -2.76496 0.10 -0.04 0.02
C 1.21970 -4.28623 1.36577 0.16 0.07 -1.19
C -1.77417 3.20882 -2.03108 0.29 0.17 -0.13
H 0.32480 3.54086 -3.77500 -0.03 0.09 -0.09
H 0.35732 0.83386 -3.37657 -0.09 0.02 0.07
C 0.24031 0.16343 1.12168 0.08 0.07 0.02
O 0.98820 -4.87616 2.57810 -0.07 -0.69 0.05
H -2.57899 1.43381 -0.36499 -0.15 0.01 -0.04
C 1.63506 -0.46523 0.83272 -0.17 0.11 0.12
H 2.10428 0.01590 -0.02389 0.10 0.02 0.02
H -0.44039 0.34920 3.75533 -0.14 -0.23 0.01
C -0.64911 1.15763 -3.06141 0.14 -0.18 0.59
H -1.04493 -1.37405 -0.75443 0.05 -0.09 0.05
O -2.97610 2.50082 -2.17438 -0.45 -0.26 -0.13
C -0.56112 0.63638 -0.12314 0.04 -0.29 0.01
C 0.95432 -3.89187 3.52653 0.06 0.79 0.01
C 1.55446 -1.93377 0.61935 -0.03 -0.68 0.28
H 1.10788 3.32045 2.24597 0.08 -0.04 0.03
H 0.17259 2.04844 4.03857 0.08 0.22 0.10
H -2.48029 -0.03604 0.59729 -0.06 -0.14 0.06
O 1.30067 -4.90351 0.33981 -0.07 0.02 0.50
H 1.16739 -1.74236 3.56496 -0.02 0.17 0.24
H 0.43537 -0.73132 -1.46834 0.13 -0.08 0.01
C 1.14631 -2.66614 3.02462 -0.07 -0.19 0.34
H 1.66345 -2.32789 -0.38187 -0.01 -0.11 -0.09
H -1.97191 1.49668 1.28727 -0.06 0.04 0.08
C -0.46471 2.37157 -2.10649 0.02 -0.09 -0.25
C 0.59376 3.29144 -2.74910 -0.19 -0.17 0.17
C -1.33820 -0.04553 -2.42066 0.25 0.07 -0.22
H 0.69665 3.88010 -0.12948 -0.06 0.08 0.00
H -2.95208 2.07647 -3.04536 0.00 0.16 0.09
C -0.58429 -0.47847 -1.17464 -0.21 0.25 -0.02
C 0.21996 2.99956 0.30128 0.30 -0.12 -0.12
O -1.40512 1.50230 -4.21279 -0.14 0.12 -0.35
C 1.04675 2.52740 1.49896 -0.19 0.17 0.05
H 2.06311 2.29774 1.16698 0.08 0.02 -0.03
```
Positions in Å, forces in eV/Å.

Calculated values
Relative energy (zero: lowest compared OMol25 entry of this formula, charge and spin) in kcal/mol: 0.0
Charge: 0
Structure (SMILES): C=C1CC[C@@H]2[C@](C)(CO)[C@H](O)CC[C@@]2(C)[C@H]1C/C=C1\C=COC1=O
Orbital gap in Eh: 0.31826
HOMO energy in Ha: -0.3192

Per-atom Löwdin charges, elementary charge units: number 1, C, carries -0.306; number 2, C, carries -0.195; number 3, H, carries 0.120; number 4, H, carries 0.138; number 5, H, carries 0.113; number 6, C, carries 0.004; number 7, H, carries 0.082; number 8, H, carries 0.127; number 9, H, carries 0.127; number 10, H, carries 0.129; number 11, C, carries 0.069; number 12, H, carries 0.115; number 13, H, carries 0.141; number 14, H, carries 0.125; number 15, C, carries -0.152; number 16, H, carries 0.097; number 17, H, carries 0.092; number 18, C, carries -0.414; number 19, C, carries -0.187; number 20, H, carries 0.081; number 21, H, carries 0.158; number 22, C, carries -0.217; number 23, O, carries 0.076; number 24, H, carries 0.069; number 25, C, carries -0.117; number 26, H, carries 0.112; number 27, H, carries 0.062; number 28, C, carries -0.315; number 29, H, carries 0.133; number 30, O, carries -0.073; number 31, C, carries -0.387; number 32, C, carries -0.076; number 33, C, carries 0.002; number 34, H, carries 0.118; number 35, H, carries 0.062; number 36, H, carries 0.100; number 37, O, carries 0.139; number 38, H, carries 0.105; number 39, H, carries 0.113; number 40, C, carries -0.009; number 41, H, carries 0.125; number 42, H, carries 0.085; number 43, C, carries -0.354; number 44, C, carries -0.033; number 45, C, carries -0.109; number 46, H, carries 0.113; number 47, H, carries 0.080; number 48, C, carries -0.120; number 49, C, carries -0.128; number 50, O, carries -0.020; number 51, C, carries -0.127; number 52, H, carries 0.125